Molecular formula: C5H13NO2
Method: DFT, ωB97M-V/def2-TZVPD

Results
**SMILES**: C[C@H](CO)[C@H](N)CO
**Net charge**: 0
**Relative energy (zero: lowest compared OMol25 entry of this formula, charge and spin)**: 57.0 kcal/mol
**Frontier orbital gap**: 0.3442 Ha

Bonds (Å) are listed after each position.
Atoms and positions in Å:
1 C -1.512 0.794 -0.303  C2 1.521, H9 1.094, H10 1.092, H11 1.095
2 C -0.505 -0.295 0.030  C1 1.521, C3 1.741, C5 1.488, H12 1.092
3 C -0.734 -0.784 1.685  C2 1.741, O4 1.423, H13 1.095, H14 1.095
4 O 0.215 -1.807 1.962  C3 1.423, H15 0.968
5 C 0.947 -0.001 -0.113  C2 1.488, N6 1.427, C7 1.756, H16 1.092
6 N 1.469 1.094 0.639  C5 1.427, H17 1.016, H18 1.013
7 C 1.104 0.261 -1.842  C5 1.756, O8 1.414, H19 1.094, H20 1.096
8 O 0.529 -0.771 -2.617  C7 1.414, H21 0.970
9 H -1.097 1.806 -0.300  C1 1.094
10 H -1.934 0.634 -1.297  C1 1.092
11 H -2.346 0.815 0.407  C1 1.095
12 H -0.749 -1.242 -0.458  C2 1.092
13 H -1.747 -1.188 1.783  C3 1.095
14 H -0.618 0.043 2.393  C3 1.095
15 H 0.075 -2.115 2.869  O4 0.968
16 H 1.557 -0.893 0.047  C5 1.092
17 H 1.896 0.773 1.504  N6 1.016
18 H 0.799 1.833 0.816  N6 1.013
19 H 2.182 0.239 -2.027  C7 1.094
20 H 0.780 1.244 -2.200  C7 1.096
21 H -0.310 -0.441 -2.977  O8 0.970

Molecular formula: C7H5F3O3S2
Method: DFT, ωB97M-V/def2-TZVPD

Results
**Net charge**: 0
**Relative energy (zero: lowest compared OMol25 entry of this formula, charge and spin)**: 0.0 kcal/mol
**Frontier orbital gap (alpha / beta)**: 0.2964 / 0.2042 Ha

Bonds (Å) are listed after each position.
Atoms and positions in Å:
1 C 1.318 -0.975 2.284  C2 1.375, C3 1.421, H16 1.055
2 C 1.352 -1.785 1.172  C1 1.375, C4 1.401, H17 1.058
3 C 1.457 0.432 2.148  C1 1.421, C5 1.378, H18 1.075
4 C 1.430 -1.253 -0.122  C2 1.401, C6 1.355, H19 1.073
5 C 1.478 0.917 0.858  C3 1.378, C6 1.353, H20 1.100
6 C 1.501 0.097 -0.218  C4 1.355, C5 1.353, S14 1.733
7 C -3.149 0.609 -1.843  F11 1.260, F12 1.375, F13 1.308, S15 2.010
8 O 1.458 -0.154 -2.683  S14 1.437
9 O -2.032 1.776 0.204  S15 1.444
10 O -1.236 -0.468 -0.257  S15 1.434
11 F -4.129 0.076 -1.259  C7 1.260
12 F -3.560 1.887 -2.137  C7 1.375
13 F -2.862 0.029 -2.980  C7 1.308
14 S 1.458 0.929 -1.738  C6 1.733, O8 1.437
15 S -1.475 0.854 -0.758  C7 2.010, O9 1.444, O10 1.434
16 H 1.221 -1.230 3.303  C1 1.055
17 H 1.446 -2.838 1.141  C2 1.058
18 H 1.281 1.028 3.024  C3 1.075
19 H 1.693 -1.937 -0.906  C4 1.073
20 H 1.350 2.006 0.768  C5 1.100